## P
{
  "formula": "C4H7NO",
  "method": "ωB97M-V with the def2-TZVPD basis set",
  "homo_ev": -9.334,
  "smiles": "CC(=O)[C@H]1CN1",
  "elements": ["C", "C", "O", "C", "C", "N", "H", "H", "H", "H", "H", "H", "H"],
  "xyz": [[-1.091, 1.572, -0.262], [-0.536, 0.326, 0.366], [-1.283, -0.406, 0.984], [0.905, -0.117, 0.070], [1.000, -1.515, 0.531], [0.832, -1.164, -0.925], [-2.142, 1.642, 0.024], [-1.012, 1.522, -1.353], [-0.545, 2.451, 0.085], [1.710, 0.609, -0.003], [0.310, -1.690, 1.364], [1.872, -2.139, 0.601], [-0.020, -1.091, -1.482]]
}

## Q
{
  "formula": "C4H7NO",
  "method": "ωB97M-V with the def2-TZVPD basis set",
  "homo_ev": -9.673,
  "smiles": "C=CCN1CO1",
  "elements": ["C", "C", "C", "N", "C", "O", "H", "H", "H", "H", "H", "H", "H"],
  "xyz": [[-1.524, -0.278, 0.344], [-0.695, -0.851, -0.535], [0.284, 0.020, -1.267], [1.287, -0.196, -0.212], [1.032, 0.485, 1.002], [1.919, 1.279, 0.370], [0.009, 0.854, 1.151], [-2.005, -0.828, 1.143], [-1.790, 0.774, 0.251], [-0.515, -1.924, -0.541], [0.646, -0.327, -2.247], [-0.023, 1.071, -1.329], [1.373, -0.077, 1.869]]
}

The data favor P; the next most stable structure lies 238.4 kJ/mol above it.

## P
{
  "formula": "C4H7NO",
  "method": "ωB97M-V with the def2-TZVPD basis set",
  "homo_ev": -7.168,
  "elements": ["C", "C", "C", "C", "O", "N", "H", "H", "H", "H", "H", "H", "H"],
  "xyz": [[0.319, 0.152, 1.645], [0.759, -0.765, -0.670], [-0.673, -0.770, -1.243], [-0.787, 0.591, -0.646], [-1.302, 1.638, -0.911], [0.442, 0.461, 0.212], [1.303, -0.137, 2.011], [-0.065, 1.019, 2.181], [-0.342, -0.701, 1.755], [1.507, -0.443, -1.395], [-0.828, -0.714, -2.326], [-1.342, -1.537, -0.840], [1.014, 1.305, 0.099]]
}

## Q
{
  "formula": "C4H7NO",
  "method": "ωB97M-V with the def2-TZVPD basis set",
  "homo_ev": -9.765,
  "smiles": "C1=NCCCO1",
  "elements": ["C", "C", "O", "C", "N", "C", "H", "H", "H", "H", "H", "H", "H"],
  "xyz": [[0.645, -0.844, 0.227], [-0.888, -0.938, 0.151], [-1.560, 0.326, 0.210], [-0.967, 1.330, -0.483], [0.267, 1.510, -0.664], [1.157, 0.598, 0.045], [1.004, -1.234, 1.185], [1.064, -1.485, -0.556], [-1.188, -1.416, -0.790], [-1.303, -1.521, 0.977], [-1.704, 2.034, -0.873], [1.337, 1.050, 1.029], [2.121, 0.590, -0.470]]
}

## R
{
  "formula": "C4H7NO",
  "method": "ωB97M-V with the def2-TZVPD basis set",
  "homo_ev": -9.605,
  "elements": ["O", "C", "C", "N", "C", "C", "H", "H", "H", "H", "H", "H", "H"],
  "xyz": [[1.264, -0.463, 1.473], [0.401, -0.140, 0.444], [-0.597, -0.993, -0.384], [-0.889, 0.416, -0.837], [-0.803, 0.788, 0.620], [0.627, 0.605, -0.877], [1.902, -1.122, 1.175], [-0.323, -1.544, -1.278], [-1.368, -1.510, 0.202], [-0.628, 1.851, 0.804], [-1.658, 0.403, 1.184], [1.126, 0.056, -1.686], [0.947, 1.651, -0.841]]
}

## S
{
  "formula": "C4H7NO",
  "method": "ωB97M-V with the def2-TZVPD basis set",
  "homo_ev": -9.395,
  "smiles": "N#CCCCO",
  "elements": ["O", "C", "C", "C", "C", "N", "H", "H", "H", "H", "H", "H", "H"],
  "xyz": [[-1.775, 0.033, 0.561], [-1.249, -0.089, -0.720], [0.515, 0.217, -0.897], [1.011, 0.529, 0.495], [0.861, -0.636, 1.383], [0.713, -1.561, 2.064], [-1.737, -0.795, 1.057], [-1.757, 0.644, -1.342], [-0.765, -0.952, -1.089], [0.613, 1.046, -1.594], [1.143, -0.612, -1.332], [0.375, 1.321, 0.891], [2.052, 0.856, 0.523]]
}

The data favor Q; the next most stable structure lies 156.2 kJ/mol above it.

## P
{
  "formula": "C4H7NO",
  "method": "ωB97M-V with the def2-TZVPD basis set",
  "homo_ev": -9.513,
  "elements": ["C", "N", "C", "C", "C", "O", "H", "H", "H", "H", "H", "H", "H"],
  "xyz": [[2.323, 0.260, 0.632], [1.176, -0.558, 0.340], [-0.015, -0.236, 0.518], [-1.241, -0.865, -0.061], [-1.906, 0.449, 0.375], [-0.666, 0.884, 1.012], [2.114, 1.210, 1.138], [2.822, 0.471, -0.322], [3.020, -0.332, 1.231], [-1.616, -1.769, 0.421], [-1.043, -1.042, -1.118], [-2.184, 1.142, -0.424], [-2.724, 0.356, 1.094]]
}

## Q
{
  "formula": "C4H7NO",
  "method": "ωB97M-V with the def2-TZVPD basis set",
  "homo_ev": -9.214,
  "elements": ["C", "C", "C", "C", "N", "O", "H", "H", "H", "H", "H", "H", "H"],
  "xyz": [[-4.270, 0.594, 0.188], [-0.171, 0.537, -0.191], [-0.410, -0.937, -0.249], [1.227, 0.786, 0.382], [-0.941, 1.423, -0.639], [-4.294, -0.553, 0.195], [0.426, -1.441, 0.011], [-0.733, -1.341, -1.206], [-1.338, -1.036, 0.398], [1.424, 1.867, 0.615], [1.899, 0.191, -0.120], [1.298, 0.355, 1.303], [-1.876, 1.259, -0.985]]
}

## R
{
  "formula": "C4H7NO",
  "method": "ωB97M-V with the def2-TZVPD basis set",
  "homo_ev": -9.480,
  "smiles": "CN1CCC1=O",
  "elements": ["C", "N", "C", "C", "C", "O", "H", "H", "H", "H", "H", "H", "H"],
  "xyz": [[-0.309, -0.535, -1.673], [-0.347, 0.192, -0.427], [0.901, 0.527, 0.253], [0.158, 0.442, 1.599], [-1.007, -0.108, 0.759], [-2.059, -0.645, 0.990], [0.523, -1.256, -1.620], [-1.242, -1.074, -1.849], [-0.112, 0.144, -2.509], [1.344, 1.484, -0.040], [1.627, -0.285, 0.106], [0.564, -0.279, 2.312], [-0.041, 1.392, 2.099]]
}

The data favor R; the next most stable structure lies 88.7 kJ/mol above it.